10 unconnected molecules or ions with the total composition C36H55N10O14, computed with ωB97M-V with the def2-TZVPD basis set.

```
115
Properties=species:S:1:pos:R:3
C -2.466 2.971 6.861
C -1.259 2.448 5.973
N -1.680 1.333 5.147
C -2.293 1.437 3.955
C -2.291 0.199 3.388
N -1.518 -0.715 4.161
C -1.135 0.051 5.239
C -1.219 -2.135 3.953
H -3.005 2.137 7.310
H -3.264 3.574 6.427
H -2.075 3.680 7.591
H -0.441 2.185 6.643
H -1.008 3.292 5.330
H -2.763 2.391 3.769
H -2.645 -0.165 2.435
H -0.405 -0.210 5.991
H -2.011 -2.880 4.037
H -0.595 -2.552 4.744
H -0.621 -2.175 3.043
O 0.915 -2.483 -0.298
C 0.020 -1.415 -0.019
C 0.248 0.199 -0.187
O 1.579 0.653 -0.050
H -0.312 -1.590 1.004
H -0.911 -1.643 -0.538
H -0.421 0.699 0.513
H -0.112 0.531 -1.161
C 2.225 2.147 6.009
C 2.060 1.042 5.170
C 1.643 1.173 3.839
C 1.563 2.497 3.324
C 1.761 3.642 4.093
C 2.059 3.435 5.418
O 2.218 4.529 6.212
O 1.484 0.153 3.064
H 2.514 2.042 7.045
H 2.265 0.047 5.536
H 1.342 2.605 2.273
H 1.783 4.616 3.627
H 1.708 4.477 7.023
H 1.483 0.494 2.166
C 2.331 -3.288 -4.974
C 1.594 -3.180 -6.147
C 0.354 -2.547 -6.069
C -0.187 -2.175 -4.864
C 0.541 -2.279 -3.682
C 1.794 -2.804 -3.773
O 2.574 -2.758 -2.600
O -0.405 -2.401 -7.219
H 3.337 -3.673 -4.887
H 1.957 -3.481 -7.119
H -1.186 -1.828 -4.646
H 0.057 -1.956 -2.773
H 2.016 -2.791 -1.819
H -1.183 -1.884 -6.997
C -4.644 -1.685 -2.170
C -4.806 -0.869 -1.038
C -4.164 0.389 -1.031
C -3.420 0.779 -2.071
C -3.262 -0.101 -3.162
C -3.973 -1.261 -3.242
O -3.752 -2.131 -4.266
O -4.325 1.162 0.087
H -5.246 -2.570 -2.311
H -5.405 -1.208 -0.206
H -2.710 1.592 -2.050
H -2.604 0.123 -3.989
H -3.713 -3.038 -3.955
H -3.978 2.057 0.107
C 5.451 1.403 -2.938
C 5.743 0.832 -4.184
C 4.802 0.173 -4.910
C 3.529 -0.064 -4.380
C 3.197 0.484 -3.129
C 4.118 1.257 -2.452
O 3.653 1.869 -1.359
O 5.079 -0.422 -6.144
H 6.241 1.881 -2.378
H 6.701 0.932 -4.672
H 2.856 -0.699 -4.938
H 2.215 0.330 -2.707
H 2.883 1.400 -1.028
H 6.026 -0.387 -6.298
C 0.297 4.110 -2.529
O -0.905 4.316 -2.315
N 0.983 5.085 -3.048
N 1.005 3.027 -2.218
H 0.504 5.957 -3.219
H 1.895 4.917 -3.447
H 0.740 2.160 -1.774
H 2.014 3.045 -2.230
C -1.522 4.143 1.273
O -1.164 3.932 2.407
N -1.326 3.268 0.318
N -2.126 5.168 0.686
H -1.151 3.660 -0.596
H -0.844 2.404 0.520
H -1.951 5.351 -0.292
H -2.389 5.964 1.249
C 0.462 -5.175 2.279
O 0.391 -6.166 2.992
N -0.504 -4.836 1.528
N 1.440 -4.387 2.168
H -0.443 -3.973 1.007
H -1.396 -5.303 1.608
H 1.428 -3.674 1.453
H 2.223 -4.709 2.719
C -1.711 -4.954 -1.695
O -2.251 -5.931 -2.169
N -2.404 -3.958 -1.293
N -0.469 -4.809 -1.455
H -1.909 -3.078 -1.282
H -3.377 -3.902 -1.557
H -0.167 -4.084 -0.820
H 0.123 -5.466 -1.942
```

The value obtained for the LUMO energy is 1.43 eV. The calculation puts the energy relative to the best compared isomer or geometry (same formula, charge and spin) at 50.2 kcal/mol. Its spin multiplicity is 1. The charge is -1. The calculation puts the HOMO-LUMO gap at 5.822 eV.


A molecular structure, C36H56AsGe2MnN2S, computed with ωB97M-V with the def2-TZVPD basis set.

```
99
Properties=species:S:1:pos:R:3
Mn -0.728 -0.623 0.866
S -0.539 1.636 4.725
C 1.054 1.068 4.527
C 1.206 0.362 3.366
C 0.014 0.272 2.585
C -1.009 0.919 3.234
C -2.387 0.908 2.746
C -3.467 1.471 3.424
C -4.739 1.320 2.912
C -4.930 0.604 1.735
C -3.817 0.089 1.110
N -2.575 0.248 1.585
H 1.802 1.284 5.275
H 2.154 -0.085 3.095
H -3.305 2.007 4.349
H -5.585 1.751 3.433
H -5.912 0.456 1.310
H -3.903 -0.462 0.181
C -2.122 -3.451 -2.584
C -2.628 -2.040 -2.295
Ge -1.240 -0.804 -1.699
C -1.931 1.029 -1.927
C -1.898 1.426 -3.406
C 0.327 -0.961 -2.805
C 1.512 -0.643 -2.282
Ge 1.551 -0.350 -0.347
C 2.191 -1.995 0.528
C 1.899 -3.263 -0.269
C 2.611 1.203 0.163
C 4.112 1.055 -0.107
C 2.737 -0.530 -3.117
C 2.699 0.139 -4.339
C 3.824 0.202 -5.147
C 5.004 -0.409 -4.746
C 5.057 -1.075 -3.529
C 3.934 -1.125 -2.719
H -2.879 -4.053 -3.089
H -1.853 -3.969 -1.660
H -1.234 -3.445 -3.219
H -3.463 -2.067 -1.592
H -3.000 -1.547 -3.200
H -1.333 1.711 -1.325
H -2.953 1.077 -1.541
H -0.874 1.467 -3.782
H -2.344 2.412 -3.557
H -2.452 0.726 -4.037
H 0.269 -1.285 -3.846
H 1.738 -2.063 1.520
H 3.264 -1.850 0.691
H 0.831 -3.368 -0.481
H 2.218 -4.155 0.276
H 2.407 -3.271 -1.233
H 2.430 1.387 1.223
H 2.211 2.066 -0.366
H 4.541 0.176 0.381
H 4.640 1.926 0.286
H 4.337 0.986 -1.169
H 1.782 0.628 -4.645
H 3.780 0.726 -6.093
H 5.882 -0.363 -5.378
H 5.975 -1.553 -3.210
H 3.989 -1.642 -1.766
C -2.658 -5.399 2.748
C -1.201 -5.154 2.336
C -0.248 -5.379 3.516
C -0.813 -6.037 1.143
C -1.078 -3.740 1.914
N -0.980 -2.644 1.597
H -2.756 -6.442 3.049
H -3.342 -5.213 1.921
H -2.943 -4.768 3.590
H -0.320 -6.423 3.822
H -0.511 -4.750 4.365
H 0.785 -5.174 3.234
H -0.918 -7.080 1.442
H 0.220 -5.864 0.842
H -1.462 -5.857 0.286
C -2.604 4.349 -0.360
C -1.599 4.587 0.761
As -0.037 3.406 0.611
C 0.908 4.319 -0.856
C 0.736 3.588 -2.186
C 0.948 4.082 2.173
C 1.481 5.506 2.072
H -3.446 5.041 -0.298
H -3.006 3.334 -0.325
H -2.149 4.484 -1.344
H -2.050 4.390 1.737
H -1.263 5.626 0.766
H 1.963 4.382 -0.579
H 0.544 5.346 -0.927
H 0.917 2.513 -2.093
H 1.422 3.968 -2.946
H -0.277 3.706 -2.575
H 1.751 3.373 2.381
H 0.244 3.993 3.003
H 2.249 5.601 1.305
H 1.929 5.822 3.017
H 0.689 6.220 1.837
```

The value obtained for the LUMO energy (spin up / spin down) is -2.73 / -4.29 eV. The calculation puts the energy relative to the best compared isomer or geometry (same formula, charge and spin) at 21.5 kcal/mol. Its spin multiplicity is 6. The charge is +1. The calculation puts the HOMO-LUMO gap (spin up / spin down) at 7.487 / 5.920 eV.


5 unconnected molecules or ions with the total composition C36H56F7N8O2, computed with ωB97M-V with the def2-TZVPD basis set.

```
109
Properties=species:S:1:pos:R:3
C -4.163 -4.499 1.719
C -3.649 -3.278 0.957
N -4.067 -1.973 1.473
C -3.683 -1.696 2.845
C -2.327 -0.976 2.915
N -1.478 -1.412 4.093
C -0.129 -1.325 3.758
N 0.456 -0.151 3.715
C 1.869 0.003 3.376
C 2.036 0.336 1.872
C 3.290 -0.317 1.317
O 0.897 -0.159 1.206
C 0.328 0.660 0.173
C 0.147 -0.169 -1.076
C 0.394 0.350 -2.337
C 0.234 -0.449 -3.457
C -0.181 -1.754 -3.310
C -0.453 -2.276 -2.062
C -0.289 -1.479 -0.942
N 0.513 -2.451 3.457
C -0.046 -3.769 3.594
F -0.306 -4.033 4.877
F -1.173 -3.900 2.883
C 0.970 -4.831 3.084
F 2.153 -4.634 3.687
F 0.481 -6.026 3.439
C 1.169 -4.854 1.538
F 2.299 -5.485 1.251
F 0.157 -5.469 0.949
F 1.248 -3.597 1.066
C -5.343 -1.499 1.134
C -6.260 -2.348 0.300
O -5.678 -0.391 1.490
H -3.486 -4.770 2.525
H -5.122 -4.309 2.190
H -4.228 -5.367 1.072
H -2.562 -3.284 0.905
H -3.980 -3.326 -0.075
H -4.419 -1.035 3.285
H -3.633 -2.589 3.471
H -2.512 0.090 3.031
H -1.776 -1.103 1.985
H -1.613 -0.725 4.829
H -0.142 0.576 3.316
H 2.259 0.822 3.974
H 2.448 -0.872 3.652
H 2.148 1.415 1.755
H 4.174 -0.070 1.901
H 3.452 0.044 0.304
H 3.143 -1.393 1.246
H -0.653 1.009 0.505
H 0.943 1.534 -0.024
H 0.714 1.375 -2.416
H 0.466 -0.044 -4.429
H -0.293 -2.383 -4.181
H -0.773 -3.300 -1.939
H -0.497 -1.875 0.042
H 1.455 -2.398 3.103
H -5.831 -2.492 -0.691
H -7.184 -1.801 0.177
H -6.432 -3.334 0.718
C 3.537 -5.292 -4.400
C 3.868 -5.160 -2.919
C 2.916 -4.209 -2.183
C 2.969 -2.855 -2.733
N 3.018 -1.798 -3.177
H 3.636 -4.336 -4.915
H 4.212 -5.998 -4.882
H 2.517 -5.652 -4.545
H 4.893 -4.805 -2.800
H 3.812 -6.138 -2.440
H 3.169 -4.153 -1.123
H 1.886 -4.563 -2.261
C -0.364 6.000 1.464
C 0.805 5.850 2.427
C 1.372 4.423 2.446
C 0.366 3.452 2.866
N -0.443 2.720 3.226
H -1.204 5.368 1.761
H -0.717 7.030 1.447
H -0.079 5.730 0.447
H 0.499 6.130 3.436
H 1.612 6.526 2.141
H 2.219 4.349 3.132
H 1.712 4.140 1.447
C 2.247 6.023 -3.624
C 3.502 5.833 -2.782
C 3.796 4.338 -2.583
C 2.645 3.703 -1.942
N 1.733 3.256 -1.405
H 1.389 5.588 -3.120
H 2.029 7.078 -3.778
H 2.355 5.553 -4.605
H 3.364 6.306 -1.807
H 4.368 6.308 -3.244
H 4.679 4.172 -1.966
H 3.961 3.846 -3.543
C -2.558 3.048 -1.516
C -3.061 3.442 -2.901
C -1.937 3.959 -3.807
C -1.300 5.152 -3.251
N -0.771 6.067 -2.804
H -2.137 3.906 -0.989
H -3.373 2.653 -0.909
H -1.785 2.279 -1.586
H -3.835 4.206 -2.812
H -3.519 2.579 -3.385
H -2.314 4.210 -4.798
H -1.169 3.191 -3.925
```

The value obtained for the LUMO energy is -2.62 eV. Its spin multiplicity is 1. The charge is +1. The calculation puts the HOMO-LUMO gap at 8.543 eV.


A molecular structure, C36H56Ge2N5NdO, computed with ωB97M-V with the def2-TZVPD basis set.

```
101
Properties=species:S:1:pos:R:3
Nd 1.612 0.391 0.917
N 1.943 1.569 3.173
C 3.116 1.307 4.149
C 4.489 1.379 3.534
C 4.690 0.113 2.615
N 3.959 0.229 1.326
H 1.838 2.566 3.026
H 1.093 1.352 3.702
H 2.949 0.297 4.501
H 3.030 2.039 4.980
H 5.251 1.441 4.335
H 4.588 2.182 2.842
H 4.454 -0.803 3.164
H 5.786 -0.040 2.410
H 4.428 -0.410 0.679
H 4.248 1.172 0.966
C -2.130 2.567 -2.000
C -1.817 2.438 -0.526
Ge -2.820 0.878 0.340
C -2.866 1.274 2.380
C -4.065 2.084 2.813
C -4.613 0.337 -0.238
C -4.545 -1.008 -0.528
Ge -2.717 -1.663 -0.018
C -2.963 -2.728 1.621
C -4.308 -3.423 1.845
C -1.747 -2.465 -1.589
C -1.818 -1.555 -2.826
C -5.401 -1.741 -1.458
C -6.354 -1.005 -2.245
C -7.123 -1.663 -3.183
C -7.098 -3.033 -3.293
C -6.177 -3.799 -2.575
C -5.330 -3.158 -1.662
H -1.864 1.617 -2.531
H -1.590 3.419 -2.443
H -3.204 2.831 -2.228
H -2.102 3.322 0.080
H -0.742 2.187 -0.447
H -1.882 1.804 2.577
H -2.786 0.293 2.891
H -3.961 3.057 2.366
H -4.081 2.228 3.918
H -4.967 1.530 2.444
H -5.451 0.979 -0.335
H -2.804 -2.040 2.419
H -2.217 -3.497 1.592
H -5.163 -2.780 1.547
H -4.375 -3.794 2.885
H -4.359 -4.256 1.123
H -2.316 -3.382 -1.745
H -0.692 -2.726 -1.391
H -2.672 -0.884 -2.755
H -1.876 -2.154 -3.727
H -0.904 -0.871 -2.925
H -6.400 0.088 -2.080
H -7.804 -1.125 -3.819
H -7.864 -3.599 -3.878
H -6.175 -4.877 -2.638
H -4.635 -3.773 -1.045
C 1.575 -2.740 4.285
C 2.516 -3.616 3.722
C 2.604 -3.671 2.301
C 2.034 -2.642 1.542
N 1.267 -1.711 2.125
C 0.885 -1.944 3.397
C 2.316 -2.491 0.091
C 3.357 -3.236 -0.592
C 3.402 -3.275 -1.975
C 2.579 -2.434 -2.759
C 1.654 -1.675 -2.051
C 1.535 -1.610 -0.660
H 1.469 -2.561 5.333
H 3.004 -4.330 4.352
H 3.229 -4.436 1.881
H -0.019 -1.470 3.711
H 4.158 -3.620 -0.003
H 4.107 -3.975 -2.461
H 2.669 -2.450 -3.903
H 1.027 -0.989 -2.632
C 3.128 1.137 -3.037
N 3.098 2.524 -2.545
C 3.823 3.518 -3.312
C 3.465 4.932 -2.995
C 3.430 5.063 -1.407
N 2.609 4.037 -0.806
C 2.030 4.296 0.524
C 2.522 2.793 -1.352
O 1.887 1.880 -0.699
H 2.948 0.454 -2.150
H 4.118 0.818 -3.389
H 2.400 0.993 -3.835
H 3.599 3.280 -4.417
H 4.899 3.341 -3.195
H 2.483 5.258 -3.349
H 4.268 5.568 -3.349
H 2.997 5.975 -1.018
H 4.479 5.115 -1.088
H 2.215 5.350 0.788
H 2.576 3.756 1.348
H 0.963 4.068 0.547
```

The value obtained for the LUMO energy (spin up / spin down) is -5.30 / -5.25 eV. The calculation puts the energy relative to the best compared isomer or geometry (same formula, charge and spin) at 42.5 kcal/mol. Its spin multiplicity is 4. The charge is +2. The calculation puts the HOMO-LUMO gap (spin up / spin down) at 6.108 / 6.152 eV.


no.,molar mass (g/mol),DFT total energy (hartree)
1,851.89,-3005.7205
2,824.01,-9453.4154
3,765.88,-2692.7426
4,864.34,-6469.0672